DFT (ωB97M-V/def2-TZVPD) results for 8 unconnected molecules or ions with the total composition C50H115N7O8 at a distorted geometry.

CARTESIAN COORDINATES (ANGSTROEM)
C -4.903 -5.136 -0.923
C -5.304 -3.638 -0.956
C -6.273 -3.436 -2.124
C -5.984 -3.264 0.398
C -6.229 -1.737 0.496
C -4.975 -0.939 0.368
C -4.127 -1.322 -0.907
C -4.645 -0.572 -2.143
C -2.690 -0.863 -0.637
N -4.087 -2.777 -1.054
O -3.241 -3.184 -2.096
H -5.834 -5.691 -0.809
H -4.363 -5.558 -1.771
H -4.216 -5.276 -0.089
H -6.822 -2.500 -2.021
H -5.800 -3.350 -3.102
H -7.091 -4.152 -2.207
H -6.916 -3.819 0.510
H -5.429 -3.600 1.274
H -7.023 -1.474 -0.203
H -6.754 -1.434 1.402
H -4.399 -1.120 1.275
H -5.244 0.109 0.233
H -4.562 0.513 -2.078
H -5.688 -0.796 -2.366
H -4.060 -0.855 -3.018
H -1.909 -1.183 -1.327
H -2.391 -1.270 0.329
H -2.765 0.217 -0.505
H -3.728 -3.172 -2.923
C 6.602 -1.758 0.317
C 6.122 -0.362 -0.139
C 4.642 -0.192 0.349
C 6.996 0.795 0.605
C 8.403 1.124 0.005
C 8.193 1.418 -1.472
C 7.473 0.229 -2.292
C 7.162 0.902 -3.641
C 8.390 -1.009 -2.450
N 6.198 -0.146 -1.623
O 5.355 -1.008 -2.376
H 6.437 -1.811 1.393
H 6.035 -2.540 -0.188
H 7.682 -1.901 0.285
H 4.047 -0.997 -0.082
H 4.462 -0.174 1.424
H 4.170 0.696 -0.072
H 6.486 1.758 0.569
H 7.126 0.414 1.618
H 8.784 2.050 0.434
H 9.115 0.308 0.124
H 9.214 1.472 -1.851
H 7.650 2.342 -1.672
H 6.820 0.138 -4.339
H 8.049 1.371 -4.069
H 6.376 1.655 -3.586
H 9.234 -0.653 -3.041
H 7.888 -1.778 -3.037
H 8.774 -1.339 -1.485
H 5.772 -1.866 -2.269
C 1.600 -0.077 -6.377
C 2.047 1.370 -6.003
C 3.607 1.314 -5.904
C 1.710 2.356 -7.186
C 0.319 3.023 -7.043
C 0.009 3.493 -5.593
C 0.221 2.415 -4.483
C 0.128 3.136 -3.160
C -0.949 1.373 -4.528
N 1.532 1.836 -4.691
O 1.893 0.907 -3.708
H 0.611 -0.003 -6.828
H 2.333 -0.447 -7.094
H 1.484 -0.713 -5.499
H 3.873 0.591 -5.132
H 4.058 0.977 -6.837
H 4.148 2.227 -5.655
H 2.452 3.151 -7.254
H 1.775 1.812 -8.128
H 0.113 3.850 -7.722
H -0.441 2.250 -7.155
H -1.049 3.754 -5.572
H 0.640 4.358 -5.384
H -0.830 3.627 -2.992
H 0.846 3.955 -3.206
H 0.251 2.499 -2.284
H -0.984 0.766 -3.623
H -0.862 0.708 -5.387
H -1.865 1.930 -4.724
H 2.672 1.342 -3.352
C -4.453 1.536 7.988
C -2.992 1.386 7.293
C -2.062 2.402 7.941
C -2.617 -0.063 7.615
C -1.513 -0.641 6.733
C -1.880 -0.419 5.229
C -2.226 1.041 4.836
C -0.984 1.933 4.657
C -2.740 0.957 3.403
N -3.188 1.625 5.813
O -3.615 2.931 5.541
H -4.939 2.482 7.749
H -4.406 1.411 9.070
H -5.114 0.768 7.587
H -2.407 3.418 7.749
H -1.028 2.246 7.634
H -2.034 2.346 9.029
H -2.116 0.032 8.578
H -3.479 -0.729 7.654
H -1.491 -1.727 6.818
H -0.490 -0.308 6.909
H -2.657 -1.139 4.971
H -1.012 -0.742 4.654
H -1.247 2.985 4.550
H -0.449 1.812 5.599
H -0.358 1.548 3.852
H -2.924 1.944 2.979
H -1.995 0.462 2.780
H -3.633 0.333 3.449
H -4.325 2.687 4.943
C 2.326 -2.458 -2.390
O 1.731 -3.462 -1.507
C 0.384 -3.254 -1.253
C -0.214 -4.460 -0.377
C -0.600 -5.750 -1.079
N -1.376 -3.995 0.408
H 3.407 -2.597 -2.371
H 2.118 -1.490 -1.935
H 1.949 -2.403 -3.411
H 0.291 -2.356 -0.643
H -0.195 -3.120 -2.166
H 0.563 -4.757 0.327
H -1.493 -5.660 -1.698
H -0.857 -6.512 -0.343
H 0.225 -6.149 -1.669
H -1.160 -3.194 0.985
H -2.080 -3.650 -0.228
C -2.354 3.777 0.848
O -3.406 4.108 -0.074
C -3.380 5.436 -0.587
C -4.382 5.674 -1.765
C -4.162 4.782 -3.048
N -4.318 7.037 -2.108
H -2.380 4.193 1.855
H -1.383 4.080 0.456
H -2.305 2.699 0.999
H -3.526 6.172 0.204
H -2.375 5.643 -0.955
H -5.396 5.421 -1.456
H -3.095 4.570 -3.116
H -4.378 5.196 -4.033
H -4.717 3.854 -2.910
H -4.913 7.146 -2.917
H -4.710 7.620 -1.383
C 2.304 0.023 4.623
O 1.500 -1.042 4.143
C 2.288 -2.141 3.656
C 1.402 -3.422 3.566
C 0.854 -3.807 4.947
N 2.083 -4.543 2.941
H 2.929 -0.443 5.385
H 1.642 0.656 5.215
H 2.909 0.446 3.821
H 2.759 -1.944 2.693
H 3.071 -2.442 4.352
H 0.605 -3.125 2.884
H 1.716 -4.084 5.554
H 0.046 -4.537 4.907
H 0.364 -2.920 5.349
H 2.337 -4.368 1.979
H 1.634 -5.447 2.992
C 0.529 0.959 0.177
C 1.057 -0.051 1.259
O -0.040 -0.632 1.981
H 1.372 1.555 -0.175
H -0.205 1.715 0.454
H 0.302 0.425 -0.745
H 1.609 0.506 2.017
H 1.637 -0.906 0.912
H 0.276 -0.734 2.881

Its relative energy (zero: lowest compared OMol25 entry of this formula, charge and spin) is 1.4192 eV. The HOMO-LUMO gap is 8.5438 eV. As for the HOMO energy: -7.96 eV. For the calculated total energy, the calculation gives -80517.42874 eV. As for the structure (SMILES): CC1(C)CCCC(C)(C)N1O.CC1(C)CCCC(C)(C)N1O.CC1(C)CCCC(C)(C)N1O.CC1(C)CCCC(C)(C)N1O.COC[C@H](C)N.COC[C@H](C)N.COC[C@H](C)N.CCO.